{"formula": "C30H46Cl3F8I2N5O2PS", "method": "the ωB97M-V functional and the def2-TZVPD basis", "homo_lumo_gap_ev": 7.91, "lumo_ev": -3.3, "e_tot_ha": -5108.98852, "total_charge": 1, "fmax_ev_per_a": 2.9, "elements": ["C", "C", "C", "C", "C", "I", "C", "C", "I", "N", "Cl", "C", "N", "C", "C", "C", "N", "P", "S", "N", "C", "C", "C", "C", "C", "N", "C", "C", "C", "C", "C", "O", "C", "C", "O", "C", "C", "F", "F", "C", "F", "F", "C", "F", "F", "C", "F", "F", "H", "H", "H", "H", "H", "H", "H", "H", "H", "H", "H", "H", "H", "H", "H", "H", "H", "H", "H", "H", "H", "H", "H", "H", "H", "H", "H", "H", "H", "H", "H", "H", "H", "H", "H", "H", "H", "H", "H", "H", "H", "H", "Cl", "C", "C", "Cl", "H", "H", "H", "H"], "positions_angstrom": [[3.0124, -3.1715, 2.0091], [2.5838, -2.1039, 1.6816], [1.8948, -0.8424, 1.4128], [0.3859, -1.0405, 0.9732], [0.4400, -2.1823, -0.0396], [1.8605, -2.0511, -1.6212], [-0.2329, -3.3299, -0.0612], [-0.0928, -4.3861, -1.1209], [-1.6157, -4.0012, 1.3978], [-0.4119, -1.1948, 2.1920], [0.2327, -1.9030, 3.6090], [-0.9699, 0.0561, 2.5491], [-2.0357, 0.1851, 3.2885], [-2.5925, 1.5407, 3.5315], [-4.1031, 1.5736, 3.6835], [-4.7560, 1.8492, 5.0120], [-4.7492, 1.4020, 2.6093], [-2.8882, -1.1962, 3.9872], [-3.1144, -1.1165, 5.8918], [-0.2741, 0.9921, 1.9037], [0.1194, 2.2997, 2.3999], [1.6261, 2.5559, 2.5824], [1.9884, 3.9796, 2.1109], [3.4939, 4.0797, 1.7533], [4.3577, 4.3993, 2.9960], [5.3715, 3.3469, 3.1826], [-0.1189, 0.4315, 0.5260], [-1.5579, 0.5441, -0.1025], [-2.3854, -0.7281, -0.3652], [-2.1037, -1.4164, -1.7089], [-2.9979, -0.8854, -2.8287], [-3.2673, 0.5043, -2.6922], [0.7298, 1.4169, -0.2789], [0.8952, 1.2153, -1.7807], [2.2784, 1.2340, -2.0783], [2.4729, 1.0950, -3.4500], [3.9306, 1.3861, -3.8463], [4.5563, 1.9769, -2.8091], [3.9514, 2.2649, -4.8746], [4.7487, 0.1362, -4.2416], [4.4785, -0.8936, -3.4190], [6.0514, 0.4472, -4.0765], [4.6133, -0.3437, -5.7127], [5.3295, -1.4945, -5.7907], [5.1646, 0.5233, -6.5658], [3.2097, -0.7123, -6.2080], [2.4311, 0.3839, -6.3170], [2.6366, -1.6246, -5.3981], [3.4876, -4.1189, 2.0417], [1.9733, -0.2498, 2.3189], [2.4652, -0.3801, 0.6128], [-0.7695, -5.2146, -0.9431], [-0.3307, -3.9720, -2.0962], [0.9170, -4.7873, -1.1195], [-2.1353, 1.9495, 4.4290], [-2.3333, 2.1521, 2.6766], [-5.0643, 2.8967, 5.0032], [-5.6435, 1.2435, 5.1432], [-4.0666, 1.7419, 5.8389], [-5.7494, 1.4643, 2.8032], [-2.2350, -2.3421, 3.5319], [-4.1157, -1.1445, 3.3141], [-0.3417, 2.4650, 3.3672], [-0.2854, 3.0975, 1.7768], [1.9195, 2.4904, 3.6286], [2.2623, 1.8829, 2.0197], [1.4444, 4.2254, 1.1997], [1.7701, 4.7186, 2.8764], [3.5871, 4.8622, 1.0063], [3.8099, 3.1537, 1.2789], [3.6950, 4.4322, 3.8636], [4.8392, 5.3567, 2.8355], [5.6979, 3.3894, 4.1396], [4.9581, 2.4329, 3.0549], [-1.5428, 1.0542, -1.0608], [-2.1818, 1.1982, 0.5048], [-3.4223, -0.3954, -0.4093], [-2.3400, -1.3949, 0.4939], [-2.2645, -2.4830, -1.5834], [-1.0663, -1.2773, -2.0080], [-2.4624, -1.0406, -3.7670], [-3.9108, -1.4718, -2.9090], [-2.8790, 0.9752, -3.4292], [0.2435, 2.3841, -0.1877], [1.7279, 1.5738, 0.1190], [0.3936, 0.3351, -2.1813], [0.4563, 2.0639, -2.3168], [2.2222, 0.0836, -3.7837], [1.8369, 1.7549, -4.0449], [3.3126, -1.1536, -7.1995], [-4.6208, -3.5295, -0.4066], [-5.7361, -4.6268, -1.2673], [-5.0318, -5.3678, -2.3730], [-4.5411, -4.2784, -3.6970], [-6.5641, -4.0340, -1.6465], [-6.1224, -5.3335, -0.5352], [-5.7005, -6.1124, -2.8005], [-4.1400, -5.8713, -2.0084]], "mulliken_charge": [0.02, -1.65, -0.92, 2.07, -1.48, 0.46, -0.10, -1.66, 0.18, 0.40, 0.01, -0.34, 0.24, 0.09, -0.36, -1.53, -0.45, 0.41, -0.32, 0.70, -0.69, -0.30, -1.14, -0.85, -0.51, -0.66, 0.37, -1.13, -1.26, 1.02, -1.15, -0.55, -0.13, -1.89, -0.23, -0.91, 1.22, -0.33, -0.31, 0.41, -0.22, -0.33, 0.72, -0.29, -0.26, -0.03, -0.23, -0.21, 0.53, 0.62, 0.48, 0.48, 0.43, 0.38, 0.38, 0.39, 0.39, 0.42, 0.36, 0.29, -0.11, 0.09, 0.38, 0.53, 0.83, -0.37, 0.44, 0.58, 0.46, 0.35, 0.30, 0.36, 0.24, 0.21, 1.19, -0.06, 0.94, -0.09, 0.05, -0.41, 0.48, 0.19, 0.34, 0.76, 0.22, 0.71, 0.57, 0.11, 0.33, 0.30, -0.05, -0.66, -0.46, -0.17, 0.34, 0.35, 0.38, 0.26]}